This record from the Open Molecules 2025 dataset describes a 2-piece molecular cluster, C14H26N3O5S overall at a distorted geometry. The level of theory is ωB97M-V with the def2-TZVPD basis set.

Each line ends with the Mulliken charge.
Element x y z (Å)
C 2.554 0.095 0.886  -1.045
C 1.733 1.122 1.663  -1.014
C 0.281 0.638 1.837  -0.432
C -0.723 1.392 0.968  -0.155
C -0.270 1.646 -0.458  -1.053
N -1.240 2.387 -1.316  -0.100
S -0.614 4.002 -1.649  -0.197
C -2.508 2.651 -0.648  -1.058
C -3.079 1.449 0.083  -0.409
N -2.110 0.816 1.066  0.117
N -2.174 -0.608 1.125  0.135
C -3.441 -1.126 1.556  0.608
C -4.013 -0.717 2.882  -1.368
O -3.985 -1.900 0.875  -0.418
C -1.605 -1.311 -0.019  0.646
C -0.829 -2.552 0.324  -1.328
O -1.746 -0.972 -1.122  -0.399
H 2.335 -0.904 1.238  0.315
H 2.403 0.134 -0.190  0.148
H 3.606 0.239 1.094  0.511
H 2.165 1.158 2.655  0.416
H 1.819 2.127 1.265  0.470
H -0.009 0.856 2.863  0.430
H 0.229 -0.434 1.701  0.260
H -0.800 2.370 1.435  0.464
H 0.626 2.237 -0.392  0.520
H 0.034 0.732 -0.956  0.150
H 0.680 3.779 -1.951  0.188
H -2.414 3.468 0.081  0.546
H -3.259 2.979 -1.357  0.545
H -3.464 0.711 -0.605  0.383
H -3.934 1.814 0.639  0.344
H -2.450 1.134 1.973  0.673
H -3.211 -0.571 3.600  0.380
H -4.755 -1.415 3.225  0.406
H -4.467 0.267 2.756  0.301
H -1.043 -3.343 -0.377  0.385
H 0.229 -2.312 0.352  0.272
H -1.093 -2.877 1.328  0.336
C 4.710 -1.981 -3.576  -0.356
C 3.239 -1.708 -3.360  -0.297
O 3.040 -2.140 -2.009  -0.247
C 4.244 -2.085 -1.372  0.653
O 4.392 -2.221 -0.202  -0.513
O 5.244 -1.854 -2.254  -0.325
H 5.179 -1.271 -4.251  0.305
H 4.900 -2.993 -3.936  0.267
H 2.996 -0.646 -3.430  0.233
H 2.599 -2.264 -4.040  0.309

Output
Orbital gap (Ha): 0.3193
HOMO level (eV): -11.699
Total energy (eV): -40473.9602
Total charge: +1
LUMO energy (eV): -3.0
2S+1: 1

***

This record from the Open Molecules 2025 dataset describes the molecule C5H7F3OS at a distorted geometry. The level of theory is ωB97M-V with the def2-TZVPD basis set.

Each line ends with the Mulliken charge.
Element x y z (Å)
C -0.248 0.963 -0.818  -0.307
C 0.597 -1.567 1.783  -0.974
C 0.897 -1.307 0.306  -0.413
C 1.029 0.195 0.065  0.343
C -1.916 0.839 -1.138  0.890
O -0.067 2.262 -0.530  -0.497
F -2.161 1.595 -2.127  -0.225
F -2.141 -0.409 -1.446  -0.245
F -2.541 1.245 -0.044  -0.253
S 2.276 1.167 0.403  -0.372
H -0.024 0.695 -1.856  0.211
H -0.331 -1.070 1.907  0.312
H 1.433 -1.000 2.200  0.296
H 0.589 -2.599 1.942  0.339
H 1.771 -1.751 -0.137  0.386
H -0.034 -1.555 -0.337  0.198
H 0.871 2.296 -0.175  0.313

Output
Orbital gap (Ha): 0.3229
HOMO level (eV): -9.452
SMILES string: CCC(=S)[C@H](O)C(F)(F)F
Total energy (eV): -26331.2668
Total charge: 0
LUMO energy (eV): -0.7
2S+1: 1

***

This record from the Open Molecules 2025 dataset describes a 14-piece molecular cluster, C30H88O30S8 overall at a distorted geometry. The level of theory is ωB97M-V with the def2-TZVPD basis set.

Each line ends with the Mulliken charge.
Element x y z (Å)
O 0.957 0.843 -2.260  -0.488
S 0.882 -0.077 -1.121  1.037
O 1.784 0.019 0.007  -0.083
O -0.636 0.011 -0.508  0.093
C -1.698 0.053 -1.418  -0.460
C -2.498 -1.201 -1.241  0.009
C 0.889 -1.777 -1.678  0.171
H -1.448 0.046 -2.479  0.110
H -2.274 0.978 -1.392  0.387
H -3.397 -1.174 -1.857  0.219
H -2.755 -1.162 -0.183  -0.068
H -2.104 -2.200 -1.428  -0.456
H 1.938 -2.017 -1.852  -0.280
H 0.349 -1.710 -2.623  -0.026
H 0.423 -2.385 -0.903  0.032
O -5.236 0.565 5.849  -0.630
S -5.236 1.921 5.300  1.161
O -4.576 3.046 5.973  -0.539
O -4.674 1.832 3.727  -0.228
C -5.226 0.781 2.915  -0.553
C -4.407 0.504 1.662  -0.446
C -6.991 2.412 4.921  -0.985
H -6.272 0.998 2.698  0.274
H -5.157 -0.115 3.533  0.457
H -4.898 -0.271 1.073  -0.119
H -3.389 0.180 1.881  0.134
H -4.341 1.359 0.990  0.354
H -6.863 3.334 4.354  0.328
H -7.476 2.488 5.895  0.408
H -7.483 1.656 4.309  0.348
O 3.994 5.622 -0.911  -0.635
S 4.450 4.497 -0.033  1.223
O 5.865 4.163 -0.014  -0.658
O 3.923 4.813 1.499  -0.321
C 2.530 5.188 1.780  0.724
C 2.541 6.086 2.996  -1.474
C 3.429 3.012 -0.307  -0.433
H 2.023 4.276 2.096  -0.384
H 1.975 5.609 0.941  0.464
H 1.629 6.496 3.430  0.361
H 3.200 6.915 2.738  0.429
H 3.098 5.585 3.787  0.171
H 3.743 2.506 -1.220  0.541
H 2.381 3.281 -0.435  -0.211
H 3.569 2.344 0.543  0.026
O -1.526 4.979 -3.393  -0.602
S -0.085 5.110 -3.113  0.936
O 0.400 4.876 -1.755  -0.350
O 0.757 4.195 -4.192  -0.363
C 2.170 4.018 -3.977  0.273
C 2.795 2.739 -4.639  -1.079
C 0.521 6.738 -3.718  -1.022
H 2.422 4.207 -2.933  0.012
H 2.693 4.812 -4.510  0.315
H 3.879 2.830 -4.711  0.406
H 2.444 2.582 -5.659  0.388
H 2.484 1.899 -4.018  0.026
H 0.447 6.773 -4.805  0.352
H 1.540 6.766 -3.333  0.300
H -0.128 7.467 -3.232  0.390
O 3.184 -0.488 5.508  -0.673
S 2.836 0.770 4.859  1.112
O 1.634 1.466 5.346  -0.586
O 4.106 1.801 4.946  -0.432
C 3.999 3.054 4.303  0.879
C 5.157 3.856 4.844  -1.566
C 2.804 0.413 3.038  -0.502
H 3.030 3.489 4.548  0.045
H 4.090 2.786 3.251  -0.128
H 6.015 3.184 4.832  0.446
H 5.059 4.081 5.906  0.352
H 5.273 4.749 4.229  0.385
H 2.026 -0.314 2.805  0.379
H 3.823 0.128 2.775  0.573
H 2.452 1.277 2.475  -0.412
O 3.375 -3.198 -3.314  -0.451
S 4.673 -3.905 -3.091  1.027
O 5.578 -4.319 -4.192  -0.630
O 5.577 -2.994 -2.026  -0.396
C 4.932 -2.383 -0.948  0.145
C 4.963 -0.850 -1.265  -0.777
C 4.253 -5.361 -2.080  -0.544
H 5.610 -2.644 -0.136  0.373
H 3.927 -2.749 -0.739  -0.102
H 4.362 -0.606 -2.141  0.160
H 6.008 -0.599 -1.447  0.484
H 4.635 -0.216 -0.441  0.000
H 5.170 -5.947 -2.007  0.397
H 3.514 -5.985 -2.583  0.409
H 3.887 -4.913 -1.157  -0.102
O 3.374 -4.889 1.421  -0.657
S 2.030 -4.547 1.846  1.060
O 1.284 -3.482 1.186  -0.281
O 1.066 -5.910 1.851  -0.294
C 0.847 -6.599 0.644  -0.069
C 1.993 -7.596 0.393  -1.315
C 2.001 -4.378 3.714  -1.039
H 0.666 -5.993 -0.243  0.211
H -0.052 -7.204 0.755  0.306
H 2.973 -7.123 0.333  0.226
H 1.772 -8.263 -0.440  0.423
H 2.168 -8.374 1.137  0.361
H 2.508 -3.435 3.920  0.353
H 2.641 -5.160 4.122  0.400
H 0.981 -4.477 4.085  0.308
O 0.313 4.329 4.947  -0.669
S -0.663 3.816 3.982  1.235
O -1.543 4.729 3.288  -0.655
O 0.120 2.798 2.901  0.223
C -0.608 2.204 1.804  0.663
C -0.874 3.172 0.602  -0.712
C -1.611 2.496 4.790  -0.560
H -1.464 1.652 2.191  -0.172
H 0.070 1.470 1.370  -0.558
H -1.254 2.591 -0.238  0.143
H 0.009 3.738 0.305  -0.154
H -1.724 3.814 0.833  0.564
H -2.535 2.144 4.330  -0.271
H -1.804 2.880 5.792  0.594
H -0.913 1.671 4.932  0.356
C -5.365 1.284 -2.409  -0.352
O -4.392 1.548 -3.335  -0.434
H -5.080 0.501 -1.705  -0.018
H -5.446 2.169 -1.778  0.266
H -6.326 1.044 -2.863  0.303
H -4.048 0.741 -3.725  0.283
C -4.079 -1.307 -5.341  -0.712
O -3.012 -0.686 -4.658  -0.318
H -3.763 -2.198 -5.883  0.319
H -4.884 -1.449 -4.620  0.192
H -4.499 -0.608 -6.064  0.293
H -2.174 -0.957 -5.040  0.361
C 0.814 -1.513 -5.503  -0.500
O -0.569 -1.687 -5.376  -0.527
H 1.196 -1.017 -6.394  0.288
H 1.220 -1.022 -4.618  0.101
H 1.136 -2.554 -5.531  0.272
H -0.815 -2.452 -5.901  0.262
C -5.825 -3.885 -0.473  -0.560
O -5.195 -2.818 0.235  -0.297
H -5.722 -3.661 -1.534  0.153
H -5.254 -4.799 -0.306  0.177
H -6.884 -4.015 -0.252  0.331
H -5.816 -2.222 0.661  0.214
C -2.319 -4.567 -3.131  -0.044
O -3.242 -4.630 -4.206  -0.566
H -1.348 -4.209 -3.473  0.147
H -2.684 -3.976 -2.291  -0.116
H -2.209 -5.604 -2.813  0.372
H -4.140 -4.712 -3.876  0.308
C -2.109 -4.758 1.029  -0.097
O -2.925 -5.858 0.761  -0.602
H -2.637 -3.817 0.876  0.083
H -1.797 -4.713 2.072  0.428
H -1.209 -4.757 0.415  -0.168
H -3.678 -5.814 1.354  0.308

Output
Orbital gap (Ha): 0.3670
HOMO level (eV): -10.080
Total energy (eV): -180634.8803
Total charge: 0
LUMO energy (eV): -0.1
2S+1: 1